Entry 1:
85
Properties=species:S:1:pos:R:3:mulliken_charge:R:1 method="wB97M-V/def2-TZVPD" charge=+2 relative_energy_kcal_mol=59.4 gap_ev=5.8
Cd -27.3686 2.8997 19.6049 1.56
C -22.0162 7.0057 20.3148 -0.71
O -22.5858 6.2618 21.3609 -0.29
C -23.8829 6.6922 21.8394 -0.11
C -24.4731 5.9087 23.0366 -0.95
N -24.5115 4.3879 22.8257 0.46
H -24.8679 3.9087 23.6402 0.47
H -25.0556 4.1703 22.0031 -0.07
C -23.1088 3.8064 22.5809 -0.29
C -23.2014 2.2982 22.8532 -0.77
O -23.8695 1.9957 24.0400 -0.38
C -24.1635 0.6691 24.3239 -0.73
H -21.6051 7.9702 20.6131 0.31
H -22.7792 7.2412 19.5728 0.21
H -21.2315 6.4162 19.8407 0.29
H -24.6205 6.8946 21.0628 0.09
H -23.7571 7.6917 22.2558 0.48
H -25.4730 6.2841 23.2543 0.44
H -24.0231 6.1917 23.9882 0.42
H -22.3873 4.3843 23.1584 0.50
H -22.9033 4.0324 21.5346 0.17
H -22.2089 1.8643 22.9747 0.50
H -23.6569 1.7874 22.0049 0.36
H -25.1084 0.3941 23.8552 0.29
H -24.3461 0.7087 25.3978 0.25
H -23.3742 0.0071 23.9678 0.33
F -26.1050 4.0326 20.6108 -0.73
O -26.3885 2.7693 17.8097 -0.70
P -25.3477 2.9870 16.7632 0.50
N -24.1640 4.1756 17.1042 0.18
C -23.1091 4.0367 18.1166 -1.10
C -24.6553 5.5542 17.0071 -1.22
N -25.9410 3.2258 15.1030 0.22
C -25.1032 3.5823 13.9782 -0.93
C -27.1413 2.4299 14.7378 -0.96
N -24.4256 1.5364 16.4177 0.23
C -25.1396 0.2572 16.5967 -1.11
C -23.1540 1.5088 15.6821 -1.14
H -22.7026 3.0366 17.9657 0.37
H -23.5344 4.1122 19.1173 0.37
H -22.2645 4.7238 18.0647 0.29
H -25.1279 5.8003 17.9580 0.25
H -25.3575 5.5779 16.1737 0.48
H -23.7676 6.1842 16.9505 0.25
H -24.5195 4.4480 14.2909 0.27
H -24.4309 2.7722 13.6957 0.27
H -25.5831 3.9555 13.0735 0.43
H -27.3258 2.5182 13.6672 0.42
H -26.9768 1.3660 14.9088 0.27
H -28.0687 2.9155 15.0415 0.22
H -24.4700 -0.4561 17.0773 0.32
H -26.0831 0.5327 17.0677 0.27
H -25.4044 -0.0782 15.5939 0.37
H -22.5351 0.7199 16.1094 0.35
H -22.6760 2.4837 15.7784 0.39
H -23.4204 1.3736 14.6338 0.29
O -28.3823 4.5305 18.8973 -0.44
P -28.9876 5.8225 19.2404 -0.15
N -29.1460 6.2377 20.8695 0.34
C -29.6669 7.5069 21.3474 -1.22
C -29.1802 5.1111 21.8300 -0.81
N -30.5888 5.9201 18.7058 0.34
C -31.1846 7.2723 18.3164 -0.86
C -31.4899 4.7856 18.8137 -0.91
N -28.2552 7.2249 18.4845 0.27
C -27.2634 7.9592 19.2331 -1.27
C -27.8968 7.2111 17.0410 -0.90
H -29.4588 8.2733 20.6008 0.41
H -29.1318 7.6916 22.2788 0.46
H -30.7483 7.5785 21.4637 0.30
H -29.7372 5.4602 22.6995 0.43
H -28.1616 4.9465 22.1813 0.03
H -29.6307 4.2495 21.3374 0.22
H -31.3131 7.9499 19.1605 0.24
H -30.5691 7.6535 17.5016 0.25
H -32.2145 7.1496 17.9812 0.42
H -31.1036 4.0497 19.5188 0.21
H -32.5455 4.9883 18.9947 0.38
H -31.4645 4.1908 17.9007 0.32
H -27.2100 7.6444 20.2753 0.37
H -26.2132 7.8220 18.9756 0.37
H -27.4542 9.0127 19.0285 0.36
H -28.6908 6.8027 16.4157 0.43
H -27.0514 6.5763 16.7753 0.04
H -27.6880 8.1884 16.6058 0.45

Entry 2:
83
Properties=species:S:1:pos:R:3:mulliken_charge:R:1 method="wB97M-V/def2-TZVPD" charge=0 gap_ev=4.0
K -9.2921 6.8922 -4.3914 0.99
N -9.1647 1.8091 -0.7222 1.00
O -9.3809 0.5948 -0.5513 -0.64
O -9.5968 2.2502 -1.7798 -0.69
O -8.6037 2.5499 0.0562 -0.67
O -14.5331 1.6398 1.4833 -0.63
H -14.3352 1.0907 0.7246 0.32
H -15.1020 2.3284 1.1393 0.31
O -8.0246 -4.2057 0.5958 -0.65
H -8.6856 -4.5567 1.1925 0.31
H -8.3842 -3.3675 0.3054 0.34
C -6.2885 -1.9451 6.3560 -1.31
C -6.0167 -0.4777 6.7906 0.53
C -5.4311 0.5127 5.7915 -1.13
O -7.2373 -0.0085 7.1926 -0.54
H -6.5537 -2.5438 7.2274 0.30
H -5.5176 -2.5602 5.8918 0.38
H -7.0615 -2.0956 5.6023 0.34
H -5.2978 -0.4512 7.6095 0.20
H -5.8613 0.4808 4.7905 0.29
H -4.3519 0.3998 5.6879 0.32
H -5.5953 1.5269 6.1556 0.29
H -7.0895 0.6710 7.8545 0.33
C -9.1312 3.6100 -10.5687 -1.18
C -10.2030 4.2770 -9.6267 0.36
C -10.7665 3.2448 -8.6186 -1.18
O -9.5815 5.2187 -8.9287 -0.54
H -8.4718 4.4162 -10.8900 0.34
H -9.4892 3.2360 -11.5279 0.34
H -8.4421 2.9067 -10.1012 0.28
H -10.8782 4.8886 -10.2251 0.31
H -11.2426 2.4717 -9.2217 0.34
H -11.5719 3.7589 -8.0941 0.29
H -9.9542 2.8789 -7.9907 0.34
H -9.3137 5.9251 -9.5211 0.31
C -5.1515 7.2627 4.4498 -1.29
C -4.0531 7.5865 3.5650 0.43
C -4.0263 6.5790 2.3826 -1.35
O -4.1191 8.8936 3.1539 -0.53
H -5.7138 8.0727 4.9143 0.37
H -4.7929 6.6107 5.2464 0.31
H -5.8500 6.6134 3.9219 0.35
H -3.0147 7.5837 3.8965 0.29
H -4.8417 6.6026 1.6596 0.38
H -4.0184 5.5282 2.6721 0.36
H -3.0700 6.6773 1.8688 0.37
H -4.8878 8.8635 2.5796 0.31
C -12.1582 7.2449 3.3820 -1.15
C -12.1754 6.9568 1.8506 0.41
C -13.1842 7.8728 1.1297 -1.26
O -10.9248 7.2184 1.3105 -0.59
H -11.5176 6.4225 3.7003 0.31
H -13.1372 7.1377 3.8491 0.33
H -11.6809 8.2130 3.5343 0.32
H -12.4560 5.9307 1.6131 0.31
H -14.1643 7.3964 1.1040 0.36
H -13.0330 7.9357 0.0520 0.34
H -13.2358 8.8875 1.5244 0.29
H -10.2991 6.4970 1.4089 0.34
C -1.6295 -0.9222 -3.4293 -1.25
C -2.1822 0.4165 -3.9501 0.69
C -3.0096 1.1018 -2.8637 -1.43
O -1.1111 1.2247 -4.3741 -0.56
H -2.3416 -1.7168 -3.2068 0.37
H -1.1055 -0.7875 -2.4830 0.32
H -0.8364 -1.3120 -4.0673 0.33
H -2.8798 0.3044 -4.7801 0.12
H -2.3942 1.4886 -2.0514 0.37
H -3.6940 0.4176 -2.3622 0.36
H -3.5656 1.9964 -3.1442 0.37
H -1.2489 2.1740 -4.3380 0.31
C -12.9170 -2.1308 -4.9448 -1.35
C -13.9861 -1.0590 -4.6973 0.63
C -15.4069 -1.4408 -5.0414 -1.21
O -13.9812 -0.7493 -3.2772 -0.57
H -11.9598 -1.6201 -4.8400 0.40
H -12.9349 -2.5078 -5.9674 0.34
H -12.9059 -2.9227 -4.1959 0.34
H -13.7118 -0.1911 -5.2968 0.14
H -15.5016 -1.3252 -6.1211 0.34
H -16.1157 -0.8014 -4.5152 0.33
H -15.5481 -2.4906 -4.7844 0.29
H -13.0855 -0.5898 -2.9707 0.32

Entry 3:
89
Properties=species:S:1:pos:R:3:mulliken_charge:R:1 method="wB97M-V/def2-TZVPD" charge=0 gap_ev=8.9 smiles="COCCNCCOC.COCCNCCOC.NC(N)=O.NC(N)=O.NC(N)=O.NC(N)=O.CCO"
C -1.7148 -1.9263 4.3537 -1.35
C -1.4068 -1.4491 2.8947 0.48
O -0.0554 -1.3658 2.5799 -0.56
H -1.5200 -1.1560 5.0999 0.31
H -1.0601 -2.7868 4.4914 0.42
H -2.7199 -2.3453 4.4021 0.32
H -1.9656 -0.5202 2.7808 -0.19
H -1.9082 -2.0819 2.1624 0.24
H 0.1264 -1.7175 1.7054 0.37
C 2.4033 6.3790 0.9007 -0.94
O 2.4023 5.3547 -0.0157 -0.39
C 2.9806 5.7190 -1.3137 -0.90
C 2.8556 4.5364 -2.2793 -0.39
N 3.8245 3.5087 -1.9826 -0.46
C 3.5628 2.3224 -2.7836 -0.56
C 4.7396 1.2312 -2.5850 -0.71
O 4.5386 0.2781 -1.4838 -0.43
C 5.6286 -0.6753 -1.4432 -0.90
H 3.3490 6.5536 1.4138 0.29
H 1.6398 6.1453 1.6427 0.31
H 2.0872 7.3629 0.5543 0.35
H 4.0547 5.8977 -1.2623 0.34
H 2.5895 6.6203 -1.7857 0.45
H 3.0264 4.9924 -3.2545 0.47
H 1.7880 4.3265 -2.2143 0.25
H 3.4070 3.1916 -1.1193 0.31
H 3.4817 2.5416 -3.8482 0.45
H 2.6875 1.8932 -2.2961 0.28
H 5.7061 1.7125 -2.4357 0.36
H 4.6868 0.6808 -3.5244 0.41
H 6.5506 -0.2107 -1.0937 0.29
H 5.7492 -1.1986 -2.3917 0.35
H 5.3663 -1.3866 -0.6600 0.31
C -7.0704 -1.4428 5.0809 -0.84
O -6.0462 -0.7647 4.4529 -0.24
C -5.7999 0.5926 4.7790 -0.87
C -5.0009 1.2068 3.6105 0.28
N -5.9086 1.2407 2.4583 -0.39
C -5.3138 1.8501 1.2982 -1.15
C -4.0093 1.2191 0.7942 0.04
O -4.2634 -0.1164 0.4232 -0.34
C -3.3380 -0.8409 -0.4297 -0.67
H -8.0000 -0.8756 5.0351 0.34
H -6.8342 -1.7598 6.0967 0.28
H -7.2336 -2.3054 4.4348 0.24
H -5.2514 0.5192 5.7180 0.43
H -6.6683 1.2170 4.9893 0.41
H -4.1318 0.5682 3.4524 -0.38
H -4.6767 2.2105 3.8857 0.42
H -5.9833 0.2593 2.2317 0.32
H -5.2154 2.9333 1.3704 0.39
H -5.9921 1.5866 0.4867 0.44
H -3.1882 1.1768 1.5099 0.07
H -3.7673 1.7525 -0.1250 0.45
H -3.6958 -1.8689 -0.3733 0.24
H -2.3021 -0.6793 -0.1316 0.20
H -3.5084 -0.5327 -1.4613 0.32
C 3.2842 -3.4558 -5.1877 0.52
O 4.1180 -3.6421 -6.0308 -0.70
N 2.1148 -3.0469 -5.4724 -0.32
N 3.3339 -3.7210 -3.9168 -0.15
H 1.9927 -2.7561 -6.4319 0.23
H 1.5740 -2.6664 -4.7089 0.19
H 2.4790 -3.7191 -3.3789 0.10
H 4.1994 -4.0445 -3.5089 0.16
C 0.2485 2.4625 0.4791 0.95
O -0.1782 2.7779 -0.6084 -0.74
N 1.1111 3.2009 1.1577 -0.24
N -0.0277 1.4031 1.1451 -0.34
H 1.4461 2.7814 2.0132 0.12
H 1.4329 4.0466 0.7090 0.42
H -0.7928 0.8119 0.8532 -0.14
H 0.3601 1.4124 2.0777 0.11
C 1.2236 -1.5166 -0.6234 0.80
O 0.1548 -1.7782 -0.1262 -0.77
N 1.7979 -0.3887 -0.3507 -0.04
N 1.9317 -2.2476 -1.4011 -0.17
H 2.7059 -0.1595 -0.7289 0.17
H 1.3848 0.2888 0.2742 0.06
H 1.6380 -3.1892 -1.6183 0.13
H 2.5270 -1.7698 -2.0625 0.25
C 0.8073 -5.7957 -2.2345 0.70
O 0.8902 -4.6331 -2.4928 -0.81
N 1.4978 -6.4471 -1.3283 -0.35
N -0.0586 -6.5668 -2.8377 -0.50
H 1.3405 -7.4447 -1.3097 0.16
H 2.2321 -6.0516 -0.7588 0.21
H -0.1784 -7.5514 -2.6469 0.16
H -0.2724 -6.1673 -3.7403 0.24

One value per record, in order, for HOMO level: -12.83; -6.42; -8.61 eV.
One value per record, in order, for DFT total energy: -63975.599; -59838.788; -52836.267 eV.
One value per record, in order, for F_max: 0.1273; 0.1037; 0.1266 hartree/bohr.